10
Properties=species:S:1:pos:R:3:forces:R:3 method="wB97M-V/def2-TZVPD" relative_energy_kcal_mol=76.6 multiplicity=1 homo_lumo_gap_ev=9.761
C 0.9195 0.4188 0.3433 -2.1926 1.8966 -1.3784
C 0.2609 -0.9415 0.1675 -0.9321 -1.2932 0.3673
N -0.4447 1.3434 -0.1333 1.1827 -1.8609 3.2194
O -2.4306 -0.4328 -0.5888 0.0990 0.3817 0.1196
S -1.4453 -0.0047 0.4110 1.5842 -0.9422 -0.7109
H 1.2680 0.6914 1.3593 -0.2721 0.0460 -0.9205
H 1.5118 0.7285 -0.5132 1.0038 -0.3096 0.7398
H 0.3976 -1.3041 -0.9461 -0.5826 0.3884 2.4047
H 0.4117 -1.7759 1.0183 -0.1062 1.8733 -2.2333
H -0.4488 1.2768 -1.1180 0.2157 -0.1801 -1.6076